{"formula": "C3H6N2O2", "method": "ωB97M-V with the def2-TZVPD basis set", "total_charge": 0, "homo_ev": -9.997, "de_lowest_kcal_mol": 36.9, "gap_ev": 10.67, "lumo_energy_ev": 0.670, "elements": ["C", "O", "C", "N", "N", "C", "O", "H", "H", "H", "H", "H", "H"], "xyz": [[-1.8957, 0.0172, -1.2197], [-1.1376, -0.0422, -0.0106], [0.2266, 0.0179, -0.1091], [0.9419, 0.1184, -1.1475], [0.7518, -0.0508, 1.1881], [2.0132, -0.0576, 1.7900], [2.0693, -0.1308, 2.9971], [-2.9506, -0.0468, -0.9384], [-1.6610, -0.8219, -1.8864], [-1.7339, 0.9623, -1.7527], [0.3931, 0.1517, -2.0027], [0.0486, -0.1171, 1.9092], [2.9342, -0.0004, 1.1828]], "forces_ev_per_angstrom": [[0.01, 0.01, -0.14], [0.34, 0.01, 0.06], [0.38, 0.03, -0.21], [-0.12, -0.03, 0.28], [-0.26, -0.02, 0.18], [-0.19, -0.01, -0.01], [0.11, 0.03, -0.39], [0.32, 0.00, 0.09], [0.05, 0.11, 0.17], [0.06, -0.13, 0.15], [0.08, 0.00, 0.15], [-0.16, 0.00, -0.02], [-0.63, 0.01, -0.31]]}

---

{"formula": "C22H23BCrF10N9O3S2", "method": "ωB97M-V with the def2-TZVPD basis set", "total_charge": -2, "homo_ev": [-2.641, -2.682], "de_lowest_kcal_mol": 7.2, "s_squared": 0.779, "spin_multiplicity": 2, "gap_ev": [7.02, 7.06], "lumo_energy_ev": [4.381, 4.381], "elements": ["Cr", "S", "C", "S", "C", "C", "N", "C", "N", "O", "C", "C", "C", "C", "O", "N", "H", "H", "H", "H", "C", "C", "O", "C", "F", "F", "F", "C", "F", "F", "F", "H", "H", "H", "F", "B", "F", "F", "F", "C", "C", "C", "C", "N", "C", "N", "N", "N", "H", "H", "H", "H", "H", "H", "H", "H", "H", "H", "N", "C", "C", "C", "N", "C", "C", "H", "H", "H", "H", "H", "H"], "xyz": [[0.1415, 0.3133, -0.0835], [-1.9004, 1.5310, 0.1196], [-2.7474, 0.1116, -0.3493], [-1.7099, -1.2390, -0.3960], [-4.1030, 0.0777, -0.6848], [-4.7409, -1.1282, -1.0796], [-5.2877, -2.0924, -1.4041], [-4.8987, 1.2525, -0.6765], [-5.5654, 2.1961, -0.6892], [0.6260, 2.6569, 2.1495], [1.0557, 2.9713, 1.0582], [1.7832, 4.2884, 0.8112], [2.1009, 4.2547, -0.6646], [1.4368, 2.9734, -1.1479], [1.3675, 2.6983, -2.3359], [0.9472, 2.2372, -0.1005], [2.6516, 4.3275, 1.4679], [1.1083, 5.0969, 1.0997], [3.1634, 4.1535, -0.8851], [1.7081, 5.0953, -1.2388], [-0.0070, 0.1108, 3.9508], [0.6549, -0.7241, 2.8340], [0.2649, -0.2029, 1.6468], [2.1952, -0.5984, 3.0141], [2.5423, 0.6838, 3.2098], [2.6728, -1.2689, 4.0922], [2.8674, -1.0290, 1.9476], [0.1746, -2.2203, 2.9516], [-0.9241, -2.3341, 3.7325], [1.0858, -3.0574, 3.4938], [-0.1472, -2.7261, 1.7698], [0.2752, 1.1448, 3.7865], [0.2873, -0.2115, 4.9532], [-1.0845, 0.0209, 3.8451], [2.1339, -0.0924, -0.6426], [3.5173, 0.2707, -0.9797], [3.8202, 1.4881, -0.3756], [4.3394, -0.7379, -0.4686], [3.6285, 0.3525, -2.3506], [-0.6109, 3.8693, -4.7521], [-0.2891, 2.7435, -5.7306], [1.2146, 2.5010, -5.8007], [-1.0542, 1.4607, -5.3949], [-0.5636, 0.8134, -4.1946], [-0.7489, 1.1065, -2.9121], [-0.0139, 0.2905, -2.2008], [0.6286, -0.5140, -3.0635], [0.3119, -0.2112, -4.2596], [-0.2112, 4.8168, -5.1174], [-0.1491, 3.6778, -3.7824], [-1.6882, 3.9906, -4.6162], [-0.6506, 3.0316, -6.7276], [1.6157, 2.2722, -4.8125], [1.7237, 3.3954, -6.1636], [1.4600, 1.6720, -6.4672], [-0.9485, 0.7205, -6.1883], [-2.1181, 1.6605, -5.2532], [-1.3859, 1.8741, -2.5094], [2.1874, -6.8975, 0.3200], [1.8596, -5.5976, -0.0844], [0.6223, -5.3064, -0.6467], [0.3387, -3.9909, -0.9785], [1.1717, -2.9705, -0.8017], [2.3601, -3.2629, -0.2773], [2.7437, -4.5418, 0.0990], [1.6834, -7.6234, -0.1636], [3.1772, -7.0817, 0.3564], [-0.1180, -6.0805, -0.8116], [-0.6284, -3.7405, -1.4033], [3.0452, -2.4365, -0.1559], [3.7229, -4.6982, 0.5361]], "forces_ev_per_angstrom": [[-0.46, 0.76, 0.28], [-0.05, -0.01, -0.07], [-0.03, -0.15, -0.02], [-0.05, -0.23, -0.16], [0.03, 0.01, -0.01], [-0.01, 0.02, 0.01], [-0.03, -0.03, -0.02], [-0.02, 0.00, 0.01], [-0.03, 0.03, 0.00], [0.00, 0.14, 0.04], [-0.07, -0.15, 0.12], [-0.05, 0.04, 0.12], [0.02, 0.01, -0.11], [0.13, -0.13, 0.06], [-0.01, 0.06, -0.06], [0.07, 0.33, -0.35], [0.02, -0.01, -0.02], [0.03, 0.00, -0.01], [0.02, 0.00, 0.02], [0.02, 0.00, 0.02], [0.10, -0.18, 0.09], [-0.34, 0.61, 0.46], [0.53, -0.57, -0.08], [0.16, 0.07, -0.19], [-0.05, -0.04, -0.12], [-0.04, 0.09, 0.11], [-0.07, -0.18, 0.09], [0.02, -0.14, -0.20], [-0.01, 0.04, 0.01], [0.02, -0.01, 0.04], [0.07, -0.07, 0.00], [0.00, 0.02, -0.03], [0.02, -0.06, -0.05], [0.00, 0.02, -0.02], [0.21, -0.32, 0.08], [-0.05, -0.05, 0.12], [-0.02, 0.18, 0.11], [0.06, -0.07, 0.01], [-0.01, 0.00, -0.23], [-0.02, 0.02, 0.03], [-0.09, 0.04, -0.14], [0.04, -0.04, -0.01], [0.03, -0.04, 0.08], [-0.03, -0.08, 0.20], [-0.05, 0.09, 0.00], [-0.13, 0.11, -0.06], [0.08, -0.08, 0.06], [0.06, -0.05, -0.13], [0.03, 0.01, -0.02], [0.00, -0.02, 0.01], [-0.03, 0.01, -0.01], [0.00, 0.00, 0.04], [0.00, 0.00, 0.03], [0.00, 0.03, -0.01], [-0.01, -0.01, -0.02], [0.03, 0.03, 0.00], [0.02, 0.04, -0.02], [-0.02, 0.02, -0.03], [-0.02, -0.03, 0.06], [0.03, -0.02, -0.01], [-0.01, 0.04, -0.01], [-0.12, 0.05, -0.03], [0.00, -0.20, -0.07], [-0.02, -0.02, -0.01], [0.01, 0.05, 0.00], [0.01, 0.01, -0.02], [0.00, 0.00, -0.02], [0.00, -0.02, 0.01], [-0.02, -0.01, 0.00], [0.03, 0.08, 0.02], [0.01, -0.04, 0.01]]}

---

{"formula": "C26H30NO3PdS3", "method": "ωB97M-V with the def2-TZVPD basis set", "total_charge": 1, "homo_ev": -10.993, "de_lowest_kcal_mol": 6.8, "gap_ev": 5.39, "lumo_energy_ev": -5.605, "elements": ["Pd", "C", "C", "C", "C", "C", "C", "C", "C", "C", "C", "H", "H", "H", "H", "H", "H", "H", "H", "H", "H", "H", "H", "H", "H", "H", "N", "C", "C", "C", "O", "O", "H", "H", "H", "H", "H", "H", "O", "C", "C", "C", "C", "C", "S", "C", "C", "C", "C", "S", "C", "C", "C", "C", "S", "H", "H", "H", "H", "H", "H", "H", "H", "H"], "xyz": [[0.7945, -0.4285, -0.2751], [1.3434, -2.5975, 1.2949], [0.2042, -2.0468, 1.7392], [-0.8791, -2.5736, 0.8586], [-0.3656, -3.4646, -0.1275], [0.9652, -3.5525, 0.1176], [1.9592, -4.4164, -0.5190], [-1.1810, -4.1675, -1.1706], [-2.2721, -2.2133, 1.0441], [-0.0482, -1.2330, 2.9645], [2.7234, -2.5208, 1.8225], [1.5383, -5.0213, -1.3166], [2.4059, -5.0783, 0.2287], [2.7645, -3.7846, -0.9048], [-1.6427, -5.0766, -0.7835], [-0.5677, -4.4503, -2.0235], [-1.9832, -3.5288, -1.5392], [-2.5053, -2.0390, 2.0945], [-2.9646, -2.9132, 0.5835], [-2.3766, -1.2240, 0.5574], [-0.5608, -1.8345, 3.7187], [-0.6666, -0.3674, 2.7360], [0.8848, -0.8807, 3.3995], [3.0697, -3.5146, 2.1184], [2.7931, -1.8595, 2.6826], [3.3916, -2.1653, 1.0356], [0.3079, -0.1053, -2.2475], [1.3458, 0.5938, -3.0558], [2.6522, -0.2010, -3.0801], [3.0623, -0.4716, -1.6326], [3.8495, 0.2120, -1.0210], [2.3570, -1.4520, -1.0726], [0.1607, -1.0376, -2.6289], [-0.5748, 0.4035, -2.3009], [1.5109, 1.5705, -2.5992], [0.9618, 0.7450, -4.0675], [3.4126, 0.3940, -3.5833], [2.5166, -1.1401, -3.6177], [-0.7534, 0.4703, 0.5049], [-1.0007, 1.8598, 0.3836], [-2.2648, 2.0352, -0.4310], [-3.1117, 3.0993, -0.4637], [-4.1580, 2.9473, -1.4143], [-4.0911, 1.7655, -2.0803], [-2.7681, 0.8184, -1.5397], [0.1662, 2.5664, -0.2786], [1.4838, 2.4831, 0.0835], [2.3277, 3.3001, -0.7113], [1.6287, 3.9980, -1.6497], [-0.0455, 3.6564, -1.5889], [-1.2166, 2.4337, 1.7730], [-0.5477, 3.4340, 2.4111], [-1.0403, 3.6804, 3.7217], [-2.0752, 2.8633, 4.0485], [-2.4771, 1.8028, 2.7664], [-2.9886, 3.9631, 0.1726], [-4.9297, 3.6817, -1.5822], [-4.7630, 1.3843, -2.8294], [1.8377, 1.9044, 0.9310], [3.3976, 3.3525, -0.5920], [2.0111, 4.6925, -2.3772], [0.2648, 3.9815, 1.9602], [-0.6410, 4.4329, 4.3832], [-2.6317, 2.8347, 4.9694]], "forces_ev_per_angstrom": [[-0.25, -0.66, -0.03], [0.40, -0.36, -0.34], [-0.26, 0.36, 0.02], [-0.09, 0.10, 0.06], [-0.30, 0.07, 0.14], [0.40, 0.10, 0.17], [0.07, 0.00, -0.06], [0.02, 0.02, 0.04], [-0.03, -0.10, 0.01], [-0.02, -0.01, -0.01], [-0.02, -0.04, -0.02], [0.00, -0.01, -0.02], [0.02, 0.00, 0.03], [0.00, -0.02, 0.01], [0.00, -0.01, 0.04], [0.03, 0.00, -0.01], [0.00, 0.04, -0.01], [-0.02, 0.03, 0.00], [-0.01, 0.03, -0.03], [0.08, 0.08, 0.03], [0.00, -0.02, 0.01], [-0.02, 0.03, -0.03], [0.02, -0.01, -0.01], [-0.03, -0.01, 0.03], [-0.01, 0.01, -0.01], [0.00, 0.03, 0.00], [0.11, 0.27, -0.14], [0.09, -0.01, 0.05], [0.07, 0.17, 0.20], [-0.12, 0.12, 0.03], [0.12, -0.05, -0.24], [-0.05, -0.01, 0.01], [-0.06, 0.05, 0.01], [0.05, -0.04, -0.03], [-0.01, -0.08, -0.03], [0.03, 0.00, 0.02], [0.00, -0.01, 0.03], [0.02, -0.05, 0.03], [-0.06, -0.09, 0.07], [0.06, -0.11, 0.01], [-0.16, 0.25, 0.02], [0.14, -0.10, -0.02], [-0.04, -0.10, -0.09], [-0.03, 0.07, 0.02], [-0.11, 0.00, 0.08], [0.08, 0.02, 0.01], [-0.10, -0.03, 0.11], [-0.03, 0.02, -0.11], [0.03, -0.05, 0.02], [0.02, 0.01, 0.05], [0.00, -0.01, -0.02], [-0.03, -0.08, -0.08], [-0.06, -0.04, 0.06], [0.02, 0.03, -0.01], [0.05, -0.01, -0.01], [0.01, 0.04, 0.03], [-0.04, 0.03, -0.02], [-0.04, -0.02, -0.04], [-0.04, 0.01, -0.09], [0.07, 0.03, 0.01], [0.03, 0.05, -0.06], [0.04, 0.03, -0.01], [0.01, 0.03, 0.04], [-0.03, 0.00, 0.05]]}

---

{"formula": "C9H11F2O3P", "method": "ωB97M-V with the def2-TZVPD basis set", "total_charge": 0, "homo_ev": -7.979, "gap_ev": 8.13, "lumo_energy_ev": 0.156, "elements": ["C", "C", "C", "C", "C", "C", "C", "C", "C", "O", "O", "O", "F", "F", "P", "H", "H", "H", "H", "H", "H", "H", "H", "H", "H", "H"], "xyz": [[0.8369, -0.7842, -2.3713], [-0.2045, -1.6946, -2.0829], [0.8746, 0.3499, -1.6847], [-1.3387, -1.3241, -1.4201], [-0.2123, 0.6636, -0.6735], [-1.5133, 0.0552, -0.9636], [2.8178, 1.2614, 0.9918], [-0.9595, -0.2486, 2.8464], [-2.7764, 0.6099, -0.9634], [0.4500, -1.7903, 0.8851], [2.2417, -0.0226, 0.8694], [0.1048, 0.5187, 2.1699], [-3.9286, -0.0888, -1.1770], [-3.0842, 1.8664, -0.4578], [0.6988, -0.3299, 0.8793], [1.6979, -1.0775, -3.0691], [0.1201, -2.6546, -2.4735], [1.4027, 1.3475, -1.8711], [-2.1674, -1.9712, -1.1397], [-0.2359, 1.7094, -0.4343], [2.8627, 1.6763, -0.0127], [3.8487, 1.1940, 1.4194], [2.0774, 1.8452, 1.5833], [-0.6760, -0.2420, 3.8908], [-1.0984, -1.2688, 2.5396], [-1.8388, 0.3998, 2.7196]], "forces_ev_per_angstrom": [[2.67, 1.01, -0.90], [-1.18, -0.91, 0.33], [-0.78, 3.45, -0.54], [0.25, -0.94, -0.77], [1.86, -1.05, 1.47], [-2.16, 0.30, -0.59], [-0.60, 0.77, 0.23], [-0.03, 2.10, 0.69], [0.80, 0.15, 1.46], [0.25, 1.24, 0.13], [0.17, -0.77, -0.07], [0.37, -2.13, -1.19], [1.69, 1.05, 0.14], [0.55, -2.11, -1.05], [-1.98, 0.42, -0.02], [-1.59, 0.53, 0.92], [-1.26, -0.55, 0.49], [0.31, -2.15, -0.06], [0.39, -0.36, -0.49], [-0.03, 0.43, 0.27], [0.27, 0.28, -0.03], [-1.13, -0.02, -0.15], [1.15, 0.16, -0.04], [-0.06, -0.06, 0.27], [0.11, -0.18, -0.60], [-0.03, -0.68, 0.08]]}

---

| no. | calculated total energy (eV) |
| --- | --- |
| 1 | -10283.1995 |
| 2 | -120694.9873 |
| 3 | -71058.9261 |
| 4 | -30376.2974 |